1.
A single C5H9NO molecule. Source: the Open Molecules 2025 dataset; level of theory: ωB97M-V with the def2-TZVPD basis set.

Structure (XYZ):
```
16
Properties=species:S:1:pos:R:3:forces:R:3:nbo_charge:R:1
C -0.701205 -1.100334 -0.866169 -0.05 -0.07 -0.03 -0.610
C -0.020331 0.077311 -0.164995 -0.17 0.04 -0.07 0.047
C -0.286731 1.378108 -0.917189 0.00 0.03 0.00 -0.606
C -0.349953 0.106501 1.350818 -0.17 0.11 -0.11 -0.093
O 0.784956 -0.538611 1.962314 0.03 -0.02 0.03 -0.497
C 1.728126 -0.563405 0.993519 0.22 -0.01 -0.16 0.382
N 1.432529 -0.204611 -0.180343 0.07 -0.11 0.36 -0.477
H -0.253463 -1.237144 -1.855392 -0.11 0.01 0.12 0.224
H -1.778838 -0.933064 -0.982168 0.17 0.01 0.05 0.207
H -0.549052 -2.022972 -0.294607 -0.02 0.12 -0.09 0.211
H -1.358190 1.576601 -1.042621 0.16 -0.08 0.10 0.208
H 0.174684 2.235385 -0.415573 -0.06 -0.15 -0.03 0.213
H 0.164717 1.289065 -1.910681 -0.11 0.06 0.12 0.225
H -0.419107 1.120954 1.763145 0.01 -0.11 -0.15 0.183
H -1.244198 -0.458362 1.628132 0.11 0.10 -0.12 0.195
H 2.700470 -0.920166 1.317709 -0.09 0.07 -0.02 0.188
```
Forces are in eV/Å.

The energy above the lowest of the compared OMol25 structures with the same formula, charge and spin comes out at 0.924 eV. The charge is 0. Its SMILES is CC1(C)COC=N1. The LUMO energy comes out at 0.94 eV. The spin multiplicity is 1.


2.
A single C5H9NO molecule. Source: the Open Molecules 2025 dataset; level of theory: ωB97M-V with the def2-TZVPD basis set.

Structure (XYZ):
```
16
Properties=species:S:1:pos:R:3:forces:R:3:nbo_charge:R:1
N -1.618982 -1.706715 -1.082405 0.06 0.54 0.29 -0.667
C -1.105504 -0.688964 -0.540756 -0.14 0.04 0.40 0.571
C -0.425756 0.470402 -1.194697 -0.10 0.11 0.16 -0.492
C 1.012197 0.655735 -0.675134 0.06 0.03 0.03 -0.387
C 1.137899 -0.037284 0.684892 0.05 -0.07 0.01 -0.438
C -0.125233 0.164853 1.507624 0.19 -0.04 0.00 -0.067
O -1.271268 -0.369314 0.810916 -0.05 -0.84 -0.08 -0.551
H -2.132054 -2.250980 -0.386330 0.16 -0.03 -0.01 0.349
H -0.526686 0.523091 -2.281783 -0.01 -0.18 0.29 0.238
H -1.043551 1.226345 -0.699668 0.19 0.65 -0.72 0.224
H 1.209350 1.730299 -0.582643 0.06 -0.17 0.01 0.205
H 1.756107 0.249365 -1.368172 -0.19 0.02 0.05 0.215
H 1.257385 -1.117264 0.534354 0.05 0.11 -0.02 0.211
H 2.018039 0.313394 1.231838 -0.13 -0.02 0.00 0.223
H -0.256540 1.229986 1.762720 -0.25 -0.23 -0.29 0.172
H -0.081050 -0.387655 2.451270 0.05 0.10 -0.11 0.195
```
Forces are in eV/Å.

The energy above the lowest of the compared OMol25 structures with the same formula, charge and spin comes out at 1.228 eV. The charge is 0. Its SMILES is [H]/N=C1/CCCCO1. The LUMO energy comes out at 0.93 eV. The spin multiplicity is 1.


3.
A single C5H9NO molecule in a non-equilibrium geometry. Source: the Open Molecules 2025 dataset; level of theory: ωB97M-V with the def2-TZVPD basis set.

Structure (XYZ):
```
16
Properties=species:S:1:pos:R:3:forces:R:3:nbo_charge:R:1
C 0.519894 2.030361 -0.849049 0.03 0.06 -0.08 -0.592
C -0.041727 1.063712 0.198416 -0.04 0.01 -0.02 -0.357
C -0.192971 -0.337597 -0.396690 0.01 0.12 -0.14 -0.046
C -0.719964 -2.818911 -0.205366 -0.26 -0.03 0.37 -0.512
O -0.696093 -1.256185 0.583124 0.19 -0.12 0.02 -0.563
C 0.829943 0.981371 1.381390 0.63 -0.14 0.89 0.269
N 1.507067 0.837153 2.309971 -0.71 0.14 -0.98 -0.312
H -0.151319 2.067416 -1.712153 0.08 -0.01 0.12 0.222
H 1.505382 1.700416 -1.190913 -0.13 0.05 0.06 0.223
H 0.615316 3.039350 -0.441445 -0.01 -0.15 -0.04 0.231
H -1.023738 1.409017 0.542636 0.13 -0.04 -0.03 0.253
H -0.932105 -0.337103 -1.198587 0.10 0.03 0.09 0.218
H 0.747310 -0.727839 -0.795372 -0.09 0.08 0.05 0.215
H -0.522904 -3.387756 0.727711 -0.01 0.05 -0.20 0.114
H -1.825702 -2.853541 -0.270687 0.20 -0.02 -0.04 0.123
H -0.033261 -1.337923 1.289636 -0.13 -0.03 -0.08 0.515
```
Forces are in eV/Å.

The energy above the lowest of the compared OMol25 structures with the same formula, charge and spin comes out at 5.142 eV. The charge is 0. The LUMO energy comes out at 0.60 eV. The spin multiplicity is 1.


4.
A single C5H9NO molecule in a non-equilibrium geometry. Source: the Open Molecules 2025 dataset; level of theory: ωB97M-V with the def2-TZVPD basis set.

Structure (XYZ):
```
16
Properties=species:S:1:pos:R:3:forces:R:3:nbo_charge:R:1
C -0.002498 -0.377597 -1.389788 -1.68 0.98 0.47 -0.484
C 0.337103 0.957303 -0.582578 1.61 -2.33 -1.18 -0.454
C -0.643007 1.292725 0.454752 -0.54 -0.46 1.08 -0.160
C -0.386222 1.463956 1.764339 0.93 0.89 -1.41 -0.427
C 0.337719 -1.709391 -0.761080 2.02 0.84 -0.79 0.663
N 0.235077 -1.792244 0.582175 -0.48 -0.28 1.17 -0.835
O 0.860269 -2.560207 -1.458638 -0.68 -0.61 0.30 -0.611
H 0.314588 -0.352889 -2.440887 0.34 -0.10 0.58 0.242
H -1.105975 -0.396323 -1.444685 0.10 0.07 -0.17 0.212
H 1.363805 0.798233 -0.181585 -0.56 0.51 -0.08 0.214
H 0.389061 1.708642 -1.374974 -0.07 0.28 0.38 0.236
H -1.661423 1.237495 0.076623 -0.19 0.75 0.19 0.196
H -1.010479 2.065491 2.400040 -0.68 -0.68 0.41 0.213
H 0.651383 1.360515 2.087095 -0.14 0.10 0.02 0.190
H -0.019204 -1.032747 1.193439 -0.26 0.26 -0.50 0.404
H 0.339803 -2.662962 1.075751 0.28 -0.21 -0.47 0.401
```
Forces are in eV/Å.

The energy above the lowest of the compared OMol25 structures with the same formula, charge and spin comes out at 1.257 eV. The charge is 0. Its SMILES is C=CCCC(N)=O. The LUMO energy comes out at 0.98 eV. The spin multiplicity is 1.


5.
A single C5H9NO molecule. Source: the Open Molecules 2025 dataset; level of theory: ωB97M-V with the def2-TZVPD basis set.

Structure (XYZ):
```
16
Properties=species:S:1:pos:R:3:forces:R:3:nbo_charge:R:1
C 1.405471 0.738337 -0.024970 0.14 0.08 -0.13 -0.594
C 0.144215 -0.106627 0.115695 0.01 0.14 0.14 -0.141
C 0.423720 -1.270313 1.050092 -0.11 0.01 0.04 -0.608
C -1.092790 0.874785 0.141954 -0.11 0.15 0.17 -0.199
N -1.272995 0.537709 -1.274438 -0.10 -0.17 -0.32 -0.633
C -0.491892 -0.582938 -1.189808 0.13 -0.27 -0.35 0.682
O -0.462114 -1.618851 -1.807897 0.20 0.45 -0.08 -0.589
H 2.265226 0.133774 -0.316869 -0.01 -0.04 0.08 0.216
H 1.605549 1.192377 0.952537 0.13 -0.03 -0.18 0.209
H 1.302812 1.538040 -0.763838 -0.13 -0.09 0.08 0.216
H 0.788761 -0.956652 2.032437 -0.11 -0.03 -0.11 0.211
H 1.212730 -1.838396 0.546791 0.00 -0.01 0.22 0.228
H -0.410076 -1.965720 1.153829 -0.12 0.20 0.10 0.221
H -1.929882 0.545458 0.768638 0.17 -0.01 -0.05 0.190
H -0.894442 1.942285 0.304882 0.12 -0.32 0.14 0.190
H -2.012787 0.727661 -1.932035 -0.21 -0.05 0.22 0.400
```
Forces are in eV/Å.

The energy above the lowest of the compared OMol25 structures with the same formula, charge and spin comes out at 0.998 eV. The charge is 0. Its SMILES is CC1(C)CNC1=O. The LUMO energy comes out at 0.88 eV. The spin multiplicity is 1.


6.
A single C5H9NO molecule in a non-equilibrium geometry. Source: the Open Molecules 2025 dataset; level of theory: ωB97M-V with the def2-TZVPD basis set.

Structure (XYZ):
```
16
Properties=species:S:1:pos:R:3:forces:R:3:nbo_charge:R:1
C -1.192951 0.576089 0.992140 0.16 0.00 0.07 -0.617
C -0.215501 0.074138 -0.069301 0.08 0.15 -0.04 -0.015
C -0.349739 0.871850 -1.380541 -0.12 0.04 -0.13 -0.606
C 1.318040 0.230118 0.158368 0.77 0.07 -0.96 0.423
O 2.082583 -0.627855 -0.253086 0.64 1.79 0.36 -0.524
C 0.545584 -1.917010 0.350336 -1.15 -0.83 0.86 0.031
N -0.346687 -1.353779 -0.362860 0.61 -0.23 -0.15 -0.484
H -2.219017 0.446173 0.619995 0.32 0.01 0.03 0.229
H -1.047995 1.639584 1.212506 0.04 -0.14 -0.01 0.211
H -1.105367 0.002901 1.920466 0.04 0.08 -0.10 0.217
H -0.190213 1.945749 -1.221445 -0.06 -0.18 0.02 0.209
H 0.387087 0.509029 -2.104284 -0.20 0.06 0.06 0.229
H -1.344635 0.715455 -1.797591 -0.01 0.03 0.05 0.233
H 1.761716 1.156751 0.523636 -0.23 0.56 0.08 0.151
H 0.868697 -1.416649 1.295688 -0.17 -1.05 -0.25 0.119
H 1.048398 -2.852544 0.115974 -0.71 -0.37 0.13 0.193
```
Forces are in eV/Å.

The energy above the lowest of the compared OMol25 structures with the same formula, charge and spin comes out at 3.295 eV. The charge is 0. Its SMILES is C=NC(C)(C)C=O. The LUMO energy comes out at 0.58 eV. The spin multiplicity is 1.